(1)
{
  "formula": "C22H58Cl2O24P5Pb",
  "method": "the ωB97M-V functional and the def2-TZVPD basis",
  "species": ["O", "H", "H", "P", "H", "O", "H", "O", "H", "H", "O", "H", "H", "H", "O", "H", "C", "C", "H", "C", "C", "H", "O", "C", "C", "H", "H", "H", "O", "O", "C", "H", "H", "H", "O", "H", "H", "H", "P", "H", "H", "O", "C", "Cl", "H", "H", "H", "H", "H", "C", "H", "O", "H", "H", "C", "H", "H", "O", "H", "O", "H", "H", "C", "C", "H", "H", "H", "H", "H", "H", "H", "Pb", "O", "C", "O", "C", "H", "O", "C", "H", "P", "P", "C", "H", "H", "H", "C", "H", "H", "H", "C", "H", "H", "O", "H", "H", "O", "O", "H", "O", "C", "C", "O", "P", "C", "H", "O", "H", "O", "Cl", "O", "C"],
  "positions_angstrom": [[-26.91, -9.02, 24.22], [-21.22, -8.55, 18.45], [-28.38, -9.83, 13.10], [-26.28, -12.29, 19.22], [-26.81, -6.87, 23.87], [-20.97, -6.24, 14.77], [-22.85, -12.76, 19.71], [-23.02, -8.38, 24.07], [-21.92, -8.14, 15.36], [-25.91, -2.07, 19.13], [-26.87, -11.12, 19.87], [-29.71, -10.94, 25.96], [-29.06, -7.20, 16.46], [-28.17, -11.57, 16.67], [-28.17, -11.16, 24.62], [-18.76, -4.98, 14.96], [-25.13, -2.59, 18.58], [-26.51, -7.85, 23.49], [-24.22, -10.74, 23.60], [-26.14, -9.04, 14.82], [-23.75, -12.20, 19.96], [-25.25, -10.72, 24.94], [-26.87, -12.64, 17.78], [-27.44, -13.87, 21.00], [-29.57, -11.10, 24.89], [-19.78, -6.68, 26.10], [-20.33, -8.37, 25.79], [-22.69, -8.99, 17.60], [-26.62, -9.86, 11.96], [-26.19, -11.12, 23.06], [-21.31, -8.49, 16.19], [-27.22, -9.07, 14.91], [-27.96, -12.97, 21.31], [-26.84, -7.82, 22.45], [-32.26, -8.41, 16.83], [-33.31, -6.78, 17.59], [-28.17, -14.49, 20.47], [-25.80, -8.18, 14.24], [-25.34, -10.47, 12.71], [-24.77, -8.04, 17.76], [-29.92, -6.54, 15.07], [-26.80, -7.53, 20.11], [-25.11, -11.24, 23.98], [-24.17, -3.53, 19.71], [-23.80, -6.48, 25.85], [-21.06, -9.54, 16.05], [-32.83, -11.83, 16.71], [-31.84, -11.30, 18.14], [-18.31, -5.96, 16.41], [-31.84, -11.62, 17.10], [-23.19, -8.17, 21.00], [-30.28, -8.54, 15.39], [-26.55, -11.81, 15.94], [-24.42, -1.89, 18.14], [-18.71, -5.97, 15.39], [-24.54, -7.41, 19.34], [-23.44, -11.17, 20.17], [-30.05, -9.41, 17.88], [-24.83, -12.23, 24.35], [-27.33, -8.19, 18.10], [-29.95, -12.11, 24.78], [-24.13, -12.51, 20.94], [-27.93, -10.33, 12.24], [-23.55, -5.55, 25.33], [-28.54, -10.20, 11.34], [-31.24, -12.52, 16.99], [-22.81, -4.95, 25.86], [-22.15, -9.45, 12.73], [-25.71, -8.83, 15.80], [-24.93, -6.21, 18.17], [-22.23, -7.28, 17.76], [-28.69, -9.25, 19.97], [-22.98, -5.78, 24.04], [-20.60, -7.31, 25.74], [-31.35, -10.65, 16.12], [-21.84, -8.29, 17.60], [-17.98, -6.53, 14.82], [-21.94, -7.02, 22.15], [-20.04, -6.66, 15.41], [-30.14, -10.35, 24.34], [-30.91, -9.23, 16.68], [-22.27, -7.17, 23.69], [-27.10, -11.56, 16.85], [-28.55, -7.61, 14.78], [-24.48, -4.99, 25.27], [-25.42, -7.89, 23.52], [-23.10, -9.12, 13.16], [-23.25, -9.45, 14.20], [-26.68, -10.60, 17.16], [-22.96, -8.03, 13.22], [-26.53, -7.56, 18.88], [-27.96, -11.38, 12.55], [-22.56, -6.63, 20.31], [-28.38, -9.96, 22.36], [-21.43, -7.01, 26.38], [-26.97, -14.35, 21.85], [-24.95, -11.83, 12.35], [-20.79, -7.06, 24.36], [-31.57, -6.94, 18.12], [-20.03, -7.80, 16.13], [-23.00, -7.11, 21.18], [-25.12, -7.25, 18.42], [-24.73, -12.17, 18.94], [-27.48, -10.30, 23.47], [-29.39, -7.42, 15.45], [-23.92, -6.58, 21.40], [-25.70, -10.26, 14.25], [-32.73, -7.96, 18.80], [-24.23, -9.37, 12.37], [-25.82, -3.66, 17.41], [-26.41, -13.69, 20.00], [-32.51, -7.45, 17.86]],
  "lumo_energy_ev": -2.941,
  "homo_ha": -0.4369,
  "de_lowest_ev": 1.635,
  "charge": 1
}

---

(2)
{
  "formula": "C15H13F6N5O5PdS2",
  "method": "the ωB97M-V functional and the def2-TZVPD basis",
  "species": ["H", "F", "C", "O", "F", "H", "H", "C", "H", "C", "S", "H", "H", "C", "O", "Pd", "N", "H", "C", "O", "O", "C", "N", "C", "H", "C", "H", "O", "C", "F", "H", "F", "H", "C", "F", "H", "C", "H", "C", "N", "C", "F", "N", "C", "S", "C", "N"],
  "positions_angstrom": [[-1.84, -2.82, -2.65], [2.92, 2.43, -1.11], [2.79, -3.50, -4.63], [0.91, 3.14, 4.70], [0.64, 5.77, 3.11], [1.21, -3.60, -6.08], [-5.23, -0.19, 3.54], [0.54, -2.72, -4.25], [4.16, -3.28, -2.99], [2.87, 3.02, 0.08], [0.38, 3.17, 3.38], [-0.53, -0.93, 3.43], [-5.54, 0.66, 2.06], [3.76, -4.10, -5.50], [-3.19, 0.71, 1.33], [-0.94, 0.67, 1.30], [-4.90, 0.17, 2.67], [1.16, -0.36, -1.01], [-1.40, -2.06, -2.03], [0.24, 2.78, 0.13], [-0.73, 2.29, 3.06], [1.48, -3.31, -5.08], [1.53, 3.15, 2.30], [0.19, -0.80, -1.18], [-0.46, -2.54, -4.61], [-1.36, -0.87, 2.73], [-1.48, -1.81, 2.19], [1.54, 0.95, 1.06], [2.20, -2.55, -2.50], [-1.07, 4.93, 2.08], [-3.15, -1.15, 3.99], [-1.10, 5.15, 4.23], [-2.41, 0.43, 4.08], [-1.92, -1.25, -1.08], [2.80, 4.33, -0.08], [2.47, -2.29, -1.49], [-2.64, -0.39, 3.40], [-2.93, -1.16, -0.73], [0.91, -2.35, -2.96], [4.54, -4.58, -6.19], [-3.59, 0.20, 2.39], [3.97, 2.72, 0.76], [-0.91, -0.46, -0.56], [-0.33, 4.87, 3.18], [1.37, 2.40, 0.95], [3.15, -3.12, -3.34], [-0.05, -1.77, -2.10]],
  "lumo_energy_ev": [-0.392, -0.437],
  "spin_multiplicity": 3,
  "homo_ha": [-0.2729, -0.3587],
  "de_lowest_ev": 0.000
}

---

(3)
{
  "formula": "C4H5I",
  "method": "the ωB97M-V functional and the def2-TZVPD basis",
  "species": ["I", "C", "H", "C", "H", "C", "C", "H", "H", "H"],
  "positions_angstrom": [[2.77, -1.50, -1.06], [-0.98, -0.29, 0.88], [-1.31, -1.32, 0.52], [0.15, 0.37, 0.18], [0.81, 1.06, 0.82], [0.10, 0.60, -1.31], [0.96, -0.25, -0.85], [-0.12, 1.31, -2.12], [-0.55, -0.45, 1.94], [-1.83, 0.46, 1.01]],
  "lumo_energy_ev": [0.915, -3.606],
  "spin_multiplicity": 3,
  "homo_ha": [-0.2170, -0.3298],
  "de_lowest_ev": 1.782
}

---

(4)
{
  "formula": "C4H10N2O",
  "method": "the ωB97M-V functional and the def2-TZVPD basis",
  "species": ["H", "O", "C", "C", "H", "H", "C", "H", "H", "H", "H", "N", "H", "N", "H", "H", "C"],
  "positions_angstrom": [[-2.27, -0.74, -1.62], [2.12, -0.08, 1.70], [1.01, -0.25, 2.14], [-0.39, -0.75, -0.57], [0.59, -1.26, -0.72], [-0.57, 1.40, -1.99], [-0.17, 0.60, 1.55], [-1.07, 0.13, 1.90], [-1.49, 0.94, -3.27], [-0.95, -1.51, -2.53], [0.92, -0.72, 3.15], [-0.87, 0.61, -2.55], [0.53, 1.07, -0.39], [-0.15, 0.50, 0.10], [-0.88, -1.50, 0.06], [0.02, 1.66, 1.84], [-1.21, -0.66, -1.90]],
  "lumo_energy_ev": 0.787,
  "smiles": "NCCNCC=O",
  "homo_ha": -0.3089,
  "de_lowest_ev": 2.665
}

---

(5)
{
  "formula": "C19H39ClN2O10P2",
  "method": "the ωB97M-V functional and the def2-TZVPD basis",
  "species": ["H", "C", "H", "H", "N", "C", "H", "H", "H", "Cl", "O", "H", "H", "H", "H", "C", "H", "O", "H", "C", "C", "P", "C", "H", "C", "H", "O", "C", "H", "C", "H", "C", "H", "H", "C", "C", "H", "H", "H", "C", "H", "H", "H", "H", "O", "O", "H", "H", "H", "H", "H", "H", "N", "H", "H", "H", "C", "O", "H", "O", "C", "O", "O", "H", "H", "P", "C", "H", "O", "H", "C", "C", "C"],
  "positions_angstrom": [[-3.74, -2.46, -0.69], [-1.94, 4.41, -2.66], [-4.01, 4.87, -2.51], [-1.27, -2.42, 2.21], [-4.87, 1.16, -3.17], [-5.57, -0.46, -0.80], [-1.02, -5.09, 1.92], [-7.33, -1.43, -0.62], [3.58, -0.73, -0.89], [-4.00, -2.83, 3.21], [6.34, -1.24, 0.47], [4.23, -2.85, 1.76], [-1.82, 0.32, -0.19], [-5.62, -0.67, 1.44], [7.78, 1.13, 1.05], [2.78, -2.66, -0.52], [-0.05, -4.33, 0.44], [2.14, -3.11, -1.47], [-0.66, 5.87, -5.32], [6.98, -0.80, 1.42], [-1.12, -4.43, 0.96], [-3.50, 0.59, 1.24], [-4.28, -2.26, 0.33], [-1.85, -5.02, 0.22], [-5.80, -2.89, 0.01], [8.88, 0.10, 2.00], [-1.47, 3.98, -1.62], [3.16, -2.63, 1.92], [-3.63, 3.14, -2.69], [-2.48, 6.84, -4.74], [-1.53, -2.28, 0.30], [-3.43, -3.10, 1.45], [-1.98, 7.66, -4.21], [8.67, -0.21, 0.29], [-4.76, -0.72, 0.64], [2.93, -1.19, 2.37], [-3.63, -4.25, 1.23], [-3.57, 4.18, -4.09], [-3.41, 6.64, -4.21], [3.95, -1.75, -0.74], [3.48, -0.98, 3.29], [-3.37, 2.86, 0.80], [-3.10, -0.14, -1.90], [-2.72, 7.19, -5.75], [-1.20, 5.21, -3.47], [2.39, -2.93, 0.75], [7.68, 0.89, 5.23], [-4.55, -1.39, -3.25], [7.02, -1.43, 4.65], [1.86, -1.02, 2.54], [4.68, -1.77, 0.06], [4.47, -2.08, -1.65], [-6.37, -1.77, -0.86], [8.43, -0.98, 3.70], [2.82, -3.30, 2.71], [-5.14, 0.84, -4.13], [7.36, -0.76, 3.86], [-6.35, -4.03, 0.45], [3.25, -0.47, 1.60], [-4.07, 2.15, 0.62], [-1.77, -2.93, 1.28], [-1.84, 0.26, 0.82], [6.59, -1.06, 2.69], [6.06, 0.85, 4.48], [7.45, 1.39, 3.54], [-4.46, -0.21, -2.38], [8.15, 0.12, 1.20], [-6.26, 0.48, -0.59], [-3.69, 0.70, 2.84], [-2.04, 4.79, -5.34], [-3.37, 4.15, -3.02], [7.13, 0.68, 4.31], [-1.59, 5.62, -4.79]],
  "lumo_energy_ev": 0.045,
  "smiles": "CC[C@@H](Cl)[C@H]1C(=O)N[C@H]([PH2]=N)[C@@H]1P(=O)(O)O.CCOC(C)=O.CCOC(C)=O.CCOC(C)=O",
  "homo_ha": -0.3354
}

---

(6)
{
  "formula": "C5H13NO",
  "method": "the ωB97M-V functional and the def2-TZVPD basis",
  "species": ["H", "N", "H", "H", "H", "H", "H", "C", "C", "H", "O", "H", "C", "H", "C", "C", "H", "H", "H", "H"],
  "positions_angstrom": [[-0.75, 1.07, -1.95], [-0.72, 0.77, -0.98], [1.21, -1.15, 1.81], [-2.52, 0.30, 0.02], [-0.02, -1.02, -2.00], [3.04, 0.80, 1.83], [-1.20, -1.63, 0.83], [1.89, 0.36, 0.27], [0.80, -0.50, 1.00], [0.21, 0.46, 1.37], [3.12, 0.32, 1.01], [1.71, 1.42, -0.03], [-0.70, -0.72, -1.06], [-1.62, -1.17, -1.31], [-0.28, -1.39, 0.23], [-1.96, 1.21, -0.30], [-2.64, 1.82, -0.84], [0.17, -2.46, 0.10], [-1.74, 1.71, 0.65], [1.99, -0.20, -0.66]],
  "lumo_energy_ev": 0.941,
  "smiles": "CNCCCCO",
  "homo_ha": -0.3404,
  "de_lowest_ev": 2.713
}

---

(7)
{
  "formula": "C45H32N9P2PdSSe2",
  "method": "the ωB97M-V functional and the def2-TZVPD basis",
  "species": ["H", "C", "C", "C", "H", "C", "C", "H", "C", "C", "H", "N", "H", "H", "H", "C", "H", "C", "H", "C", "H", "C", "S", "C", "N", "C", "C", "H", "C", "N", "Pd", "C", "C", "C", "C", "C", "N", "C", "H", "C", "C", "C", "H", "Se", "N", "N", "C", "H", "H", "N", "C", "P", "C", "C", "H", "C", "C", "C", "C", "H", "H", "H", "H", "H", "C", "C", "H", "H", "C", "Se", "H", "C", "H", "C", "H", "C", "H", "C", "H", "C", "H", "H", "N", "C", "C", "C", "P", "C", "C", "H", "N", "H"],
  "positions_angstrom": [[-3.80, -1.44, 1.32], [-3.01, -1.34, -1.44], [4.22, 3.86, 0.12], [1.24, -6.22, 1.06], [-4.63, 1.70, 3.57], [-4.65, -2.82, -2.38], [-4.01, -2.44, 1.64], [-5.14, -1.05, -1.27], [8.69, 4.29, -1.89], [-0.49, -4.62, 0.60], [9.44, 3.95, -2.60], [0.70, 3.29, 0.97], [-1.26, -4.23, -0.06], [-6.69, 2.44, 2.42], [1.87, -1.62, -5.17], [-0.25, -4.03, 1.84], [2.23, -6.04, 2.96], [1.33, -0.31, -3.53], [4.99, 0.41, -3.43], [8.12, 5.73, -0.23], [-6.58, -4.61, 1.97], [-2.30, -3.30, -2.65], [0.17, 5.12, -2.32], [-0.79, -1.26, 1.34], [1.75, 0.58, -2.65], [0.08, 4.42, 2.95], [-5.30, -2.94, 1.58], [-6.10, -2.32, 1.19], [-1.12, -0.27, 0.43], [0.97, -0.04, 1.01], [0.40, 2.02, -1.11], [-2.99, -3.25, 2.14], [-1.99, -2.16, -1.93], [5.14, 3.49, -0.85], [1.93, 3.75, 1.14], [-4.98, 1.32, -0.27], [2.58, 2.37, -0.74], [3.46, 1.96, -1.67], [3.20, 5.01, 2.36], [3.92, 0.24, -3.48], [-5.58, -4.23, 2.02], [-4.34, -1.67, -1.66], [5.38, 2.21, -2.55], [-1.86, 1.68, -2.04], [1.29, 4.92, 3.11], [3.51, -0.65, -4.37], [-3.70, 1.00, 1.77], [-0.67, 4.67, 3.69], [-2.80, 0.66, 2.27], [9.02, 5.30, -1.11], [2.21, -0.92, -4.42], [-1.31, -2.67, 2.32], [6.49, 4.11, -0.93], [-4.56, -5.02, 2.54], [1.82, -7.08, 0.76], [-3.64, -3.63, -2.88], [-5.88, 2.00, 1.85], [0.72, -4.54, 2.70], [2.95, 3.31, 0.14], [-2.47, -5.16, 3.01], [-5.69, -3.08, -2.55], [7.26, 2.83, -2.51], [-0.95, -1.91, -1.74], [-6.90, 2.23, -0.03], [-4.73, 1.58, 2.50], [1.47, -5.64, 2.30], [-1.51, -3.93, -3.03], [-1.22, 3.22, 1.71], [7.45, 3.66, -1.84], [-1.06, -2.06, 4.40], [-3.89, -4.51, -3.45], [2.21, 4.59, 2.21], [0.09, -6.17, -0.75], [-6.01, 1.88, 0.47], [6.18, 5.60, 0.62], [0.54, 3.66, -2.27], [0.90, -4.08, 3.66], [6.85, 5.18, -0.11], [-4.78, -6.02, 2.90], [-3.27, -4.54, 2.61], [8.41, 6.56, 0.40], [-5.05, 1.26, -1.35], [0.02, 0.44, 0.25], [-3.83, 0.86, 0.39], [4.73, 2.52, -1.75], [3.03, 0.90, -2.63], [-2.50, 0.17, -0.60], [-0.22, 3.61, 1.87], [0.27, -5.71, 0.21], [4.49, 4.59, 0.87], [0.51, -1.06, 1.68], [0.27, -0.54, -3.55]],
  "lumo_energy_ev": [-6.328, -7.678],
  "spin_multiplicity": 2,
  "homo_ha": [-0.4764, -0.4765],
  "de_lowest_ev": 0.000,
  "charge": 2
}

---

(8)
{
  "formula": "C3H6N2O",
  "method": "the ωB97M-V functional and the def2-TZVPD basis",
  "species": ["N", "H", "N", "C", "C", "H", "H", "C", "H", "H", "O", "H"],
  "positions_angstrom": [[-0.28, -0.15, -0.45], [1.77, 1.32, -0.44], [1.97, 0.39, -0.12], [-1.48, -0.63, 0.17], [1.01, -0.60, -0.18], [2.91, 0.05, -0.27], [-0.80, 1.27, 1.11], [-1.12, 0.83, 0.17], [-2.20, -1.04, -0.52], [-1.42, -1.16, 1.13], [1.26, -1.79, -0.07], [-1.62, 1.50, -0.53]],
  "lumo_energy_ev": 0.932,
  "smiles": "NC(=O)N1CC1",
  "homo_ha": -0.3570,
  "de_lowest_ev": 1.282
}